The following is a quantum chemistry calculation of a molecular structure, C23H59Br2InO11P, from OMol25.

Structure (XYZ):
```
97
C23H59Br2InO11P, DFT wB97M-V/def2-TZVPD
C 3.7239 -0.6246 0.8955
C 2.5674 0.4437 0.4358
C 1.2769 -0.2205 -0.3329
Br 0.3859 1.2196 -1.4182
In -0.3440 -0.9847 1.1215
Br 0.1445 0.1226 3.4583
P 0.0167 -3.5441 1.1871
O 1.5048 -3.7126 1.7809
H 4.2626 -0.1744 1.8436
H 4.5513 -0.7168 0.0600
H 3.3366 -1.7042 1.1295
H 3.0844 1.1676 -0.3600
H 2.2306 1.1525 1.3264
H 1.6762 -1.1272 -0.9606
H -1.9224 -0.5278 0.3880
H -0.0328 -3.9968 -0.2102
H -0.9901 -4.1951 1.9945
C 3.7975 -3.5462 3.7270
O 4.0665 -2.2192 4.1696
C 3.2043 -1.8156 5.2384
C 3.9003 -1.9447 6.5976
O 4.1854 -3.3111 6.9100
C 5.5379 -3.6598 6.6345
H 4.6535 -3.8937 3.1423
H 3.6430 -4.2359 4.5599
H 2.9130 -3.5424 3.0881
H 2.2674 -2.3863 5.2182
H 2.9572 -0.7634 5.0683
H 3.2247 -1.5730 7.3751
H 4.8142 -1.3387 6.6320
H 6.1820 -3.2863 7.4379
H 5.8826 -3.2648 5.6767
H 5.6117 -4.7494 6.6051
C -2.5048 3.0855 -6.5133
O -1.3552 3.0386 -5.6735
C -1.5679 2.2446 -4.5018
C -0.9716 0.8418 -4.6610
O -1.6467 0.1007 -5.6813
C -0.9370 0.1063 -6.9154
H -2.1951 3.4390 -7.5005
H -2.9735 2.1053 -6.6267
H -3.2279 3.7893 -6.0982
H -2.6359 2.1945 -4.2551
H -1.0587 2.7516 -3.6766
H -1.1087 0.2933 -3.7232
H 0.1053 0.8917 -4.8641
H -0.1119 -0.6124 -6.8651
H -0.5459 1.0944 -7.1660
H -1.6234 -0.2041 -7.7067
C -4.8194 3.7124 -9.6728
O -4.9729 4.5187 -8.5085
C -4.3637 5.8058 -8.6525
C -5.4001 6.8792 -9.0022
O -5.9764 6.6478 -10.2907
C -7.2492 6.0151 -10.2100
H -5.5392 2.8911 -9.6194
H -5.0016 4.2747 -10.5914
H -3.8111 3.2958 -9.6943
H -3.5603 5.7739 -9.3991
H -3.9119 6.0542 -7.6874
H -4.8980 7.8513 -9.0461
H -6.1795 6.9406 -8.2325
H -8.0096 6.7575 -9.9444
H -7.2638 5.2011 -9.4824
H -7.4903 5.6038 -11.1930
C -2.4850 5.0165 -1.4971
O -3.3977 4.2372 -0.7297
C -2.7411 3.2103 0.0205
C -2.5430 3.6254 1.4823
O -1.6439 4.7324 1.5931
C -2.3263 5.9717 1.7522
H -2.9886 5.9397 -1.7965
H -1.5880 5.2780 -0.9312
H -2.2017 4.4633 -2.3940
H -1.7859 2.9387 -0.4463
H -3.3893 2.3293 -0.0102
H -2.0904 2.7899 2.0266
H -3.5032 3.8544 1.9610
H -2.6626 6.0725 2.7898
H -3.1821 6.0647 1.0804
H -1.6250 6.7798 1.5317
C 3.2882 -6.4568 7.1664
O 4.5430 -6.7109 7.7910
C 4.4640 -6.6477 9.2186
C 4.3656 -8.0469 9.8359
O 3.1422 -8.6926 9.4723
C 3.3128 -9.6144 8.4009
H 3.3421 -6.8068 6.1319
H 2.4661 -6.9746 7.6657
H 3.0953 -5.3829 7.1650
H 3.6235 -6.0166 9.5337
H 5.3860 -6.1732 9.5680
H 4.3647 -7.9505 10.9267
H 5.2290 -8.6631 9.5561
H 3.7506 -10.5425 8.7843
H 3.9440 -9.2147 7.6046
H 2.3292 -9.8388 7.9819
```

Output
charge: -1
frontier orbital gap: 7.4 eV
E_LUMO: 2.1 eV
E_HOMO: -5.323 eV

Listed below, in e, are the Löwdin charges computed for each atom: atom 1 (C): -0.14, atom 2 (C): -0.39, atom 3 (C): -0.78, atom 4 (Br): 0.55, atom 5 (In): 0.12, atom 6 (Br): -0.09, atom 7 (P): 0.54, atom 8 (O): -0.67, atom 9 (H): 0.08, atom 10 (H): 0.07, atom 11 (H): 0.07, atom 12 (H): 0.09, atom 13 (H): 0.08, atom 14 (H): 0.05, atom 15 (H): -0.10, atom 16 (H): -0.06, atom 17 (H): -0.07, atom 18 (C): -0.11, atom 19 (O): -0.21, atom 20 (C): -0.20, atom 21 (C): -0.19, atom 22 (O): -0.22, atom 23 (C): -0.11, atom 24 (H): 0.09, atom 25 (H): 0.07, atom 26 (H): 0.03, atom 27 (H): 0.13, atom 28 (H): 0.10, atom 29 (H): 0.12, atom 30 (H): 0.12, atom 31 (H): 0.08, atom 32 (H): 0.09, atom 33 (H): 0.08, atom 34 (C): -0.11, atom 35 (O): -0.19, atom 36 (C): -0.20, atom 37 (C): -0.22, atom 38 (O): -0.20, atom 39 (C): -0.12, atom 40 (H): 0.08, atom 41 (H): 0.09, atom 42 (H): 0.08, atom 43 (H): 0.13, atom 44 (H): 0.09, atom 45 (H): 0.08, atom 46 (H): 0.12, atom 47 (H): 0.09, atom 48 (H): 0.08, atom 49 (H): 0.08, atom 50 (C): -0.11, atom 51 (O): -0.21, atom 52 (C): -0.20, atom 53 (C): -0.19, atom 54 (O): -0.20, atom 55 (C): -0.11, atom 56 (H): 0.09, atom 57 (H): 0.08, atom 58 (H): 0.08, atom 59 (H): 0.13, atom 60 (H): 0.12, atom 61 (H): 0.12, atom 62 (H): 0.13, atom 63 (H): 0.09, atom 64 (H): 0.08, atom 65 (H): 0.09, atom 66 (C): -0.10, atom 67 (O): -0.20, atom 68 (C): -0.19, atom 69 (C): -0.18, atom 70 (O): -0.19, atom 71 (C): -0.12, atom 72 (H): 0.09, atom 73 (H): 0.09, atom 74 (H): 0.07, atom 75 (H): 0.07, atom 76 (H): 0.12, atom 77 (H): 0.12, atom 78 (H): 0.12, atom 79 (H): 0.08, atom 80 (H): 0.08, atom 81 (H): 0.09, atom 82 (C): -0.10, atom 83 (O): -0.21, atom 84 (C): -0.19, atom 85 (C): -0.20, atom 86 (O): -0.20, atom 87 (C): -0.11, atom 88 (H): 0.10, atom 89 (H): 0.08, atom 90 (H): 0.07, atom 91 (H): 0.13, atom 92 (H): 0.12, atom 93 (H): 0.12, atom 94 (H): 0.12, atom 95 (H): 0.08, atom 96 (H): 0.08, atom 97 (H): 0.09

=====

The following is a quantum chemistry calculation of 6 unconnected molecules or ions with the total composition C23H60N5O10, from OMol25.

Structure (XYZ):
```
98
C23H60N5O10, DFT wB97M-V/def2-TZVPD
N 0.7345 -0.4341 -0.1632
O 1.4726 0.6065 -0.1959
O -0.3857 -0.3831 0.3802
O 1.1642 -1.4868 -0.7051
C 2.1956 -5.6006 -2.0405
C 2.3140 -4.3930 -1.1326
C 1.7402 -4.6629 0.2522
O 3.7383 -4.1885 -0.9272
H 2.6063 -5.3959 -3.0268
H 1.1494 -5.9005 -2.1383
H 2.6979 -6.4278 -1.5326
H 1.9232 -3.5217 -1.6580
H 2.0383 -5.6406 0.6348
H 0.6512 -4.5934 0.1767
H 2.0880 -3.9395 0.9893
H 3.8130 -3.5746 -0.1913
C 0.1791 -0.4341 7.1816
O 1.2588 -0.9059 6.4293
C 1.2859 -2.2972 6.2446
C 0.2170 -2.7506 5.2373
N 0.5974 -2.3386 3.8858
C -0.0244 -3.1336 2.8414
C -1.5353 -2.9191 2.7436
O -2.2317 -3.6361 3.7431
C -3.5202 -3.0440 3.9505
H 0.1061 -1.0202 8.1064
H -0.7584 -0.3563 6.6336
H 0.4078 0.5729 7.5399
H 1.2275 -2.8622 7.1856
H 2.2559 -2.5722 5.8201
H -0.7412 -2.2981 5.4820
H 0.1907 -3.8507 5.2568
H 1.6011 -2.3011 3.7748
H 0.3400 -4.1745 2.7654
H 0.4103 -2.8432 1.8770
H -1.7738 -3.3309 1.7495
H -1.7313 -1.8503 2.6261
H -4.0503 -3.0429 2.9943
H -3.4116 -2.0034 4.2682
H -3.9896 -3.6537 4.7169
C -4.2198 3.4680 4.8181
O -3.6783 3.5348 3.5396
C -3.2809 2.3122 2.9957
C -2.5561 2.4769 1.6872
N -1.2613 3.1431 1.8362
C -0.7717 3.5073 0.4964
C 0.3521 4.5227 0.5233
O 1.4935 3.8654 0.9904
C 2.7091 4.5509 0.8625
H -5.1481 2.8982 4.9500
H -4.5073 4.4518 5.2002
H -3.4427 3.1160 5.5032
H -4.0875 1.5638 2.9176
H -2.6043 1.7293 3.6491
H -3.1905 2.9970 0.9498
H -2.3898 1.4947 1.2380
H -1.4727 4.0601 2.2332
H -1.6213 3.9682 -0.0380
H -0.4447 2.6183 -0.0467
H 0.0569 5.4244 1.0834
H 0.4760 4.9107 -0.4989
H 2.9943 4.5771 -0.1930
H 3.4513 3.9022 1.3367
H 2.8048 5.4934 1.4088
C -3.2862 1.3798 -5.4208
C -2.7282 -0.0545 -5.4609
C -1.3693 -0.1690 -4.8097
O -0.8425 -1.4825 -4.8690
C -0.8309 -2.1553 -3.6156
N -3.7780 -0.9145 -4.8979
H -3.6379 1.6933 -4.4303
H -4.1050 1.5519 -6.1134
H -2.4948 2.1246 -5.5669
H -2.6427 -0.3208 -6.5184
H -1.3330 0.3063 -3.8272
H -0.7195 0.3913 -5.4932
H 0.0066 -2.8583 -3.6166
H -1.7230 -2.7832 -3.5140
H -0.6386 -1.4620 -2.7971
H -3.9197 -0.6048 -3.9383
H -3.4612 -1.8773 -4.8340
C 1.8034 3.3891 -3.2491
C 2.8132 2.2562 -3.0733
C 3.6430 1.8785 -4.2802
O 2.7791 1.3790 -5.2850
C 3.3946 1.4198 -6.5484
N 3.6810 2.4350 -1.9063
H 0.8927 3.0165 -3.7274
H 2.1327 4.2722 -3.8048
H 1.4683 3.7419 -2.2718
H 2.2590 1.3278 -2.8988
H 4.3946 1.1304 -4.0107
H 4.2228 2.7518 -4.6223
H 3.7239 2.4374 -6.8076
H 2.6837 1.1459 -7.3237
H 4.3090 0.8171 -6.5399
H 3.1013 2.5975 -1.0922
H 4.2900 3.2347 -2.0534
```

Output
charge: -1
frontier orbital gap: 7.5 eV
E_LUMO: 2.5 eV
E_HOMO: -5.056 eV
energy relative to the best compared isomer or geometry (same formula, charge and spin): 0.0000 eV

Listed below, in e, are the Löwdin charges computed for each atom: atom 1 (N): -0.60, atom 2 (O): -0.08, atom 3 (O): -0.07, atom 4 (O): -0.08, atom 5 (C): -0.07, atom 6 (C): -0.47, atom 7 (C): -0.07, atom 8 (O): -0.07, atom 9 (H): 0.08, atom 10 (H): 0.08, atom 11 (H): 0.08, atom 12 (H): 0.11, atom 13 (H): 0.08, atom 14 (H): 0.08, atom 15 (H): 0.06, atom 16 (H): 0.07, atom 17 (C): -0.13, atom 18 (O): -0.18, atom 19 (C): -0.23, atom 20 (C): -0.20, atom 21 (N): -0.05, atom 22 (C): -0.23, atom 23 (C): -0.23, atom 24 (O): -0.20, atom 25 (C): -0.10, atom 26 (H): 0.09, atom 27 (H): 0.08, atom 28 (H): 0.08, atom 29 (H): 0.11, atom 30 (H): 0.12, atom 31 (H): 0.10, atom 32 (H): 0.12, atom 33 (H): 0.11, atom 34 (H): 0.11, atom 35 (H): 0.09, atom 36 (H): 0.12, atom 37 (H): 0.12, atom 38 (H): 0.08, atom 39 (H): 0.08, atom 40 (H): 0.08, atom 41 (C): -0.14, atom 42 (O): -0.17, atom 43 (C): -0.26, atom 44 (C): -0.23, atom 45 (N): -0.03, atom 46 (C): -0.21, atom 47 (C): -0.25, atom 48 (O): -0.17, atom 49 (C): -0.12, atom 50 (H): 0.08, atom 51 (H): 0.08, atom 52 (H): 0.09, atom 53 (H): 0.12, atom 54 (H): 0.13, atom 55 (H): 0.11, atom 56 (H): 0.12, atom 57 (H): 0.10, atom 58 (H): 0.11, atom 59 (H): 0.11, atom 60 (H): 0.12, atom 61 (H): 0.11, atom 62 (H): 0.07, atom 63 (H): 0.09, atom 64 (H): 0.08, atom 65 (C): -0.08, atom 66 (C): -0.44, atom 67 (C): -0.22, atom 68 (O): -0.18, atom 69 (C): -0.09, atom 70 (N): 0.03, atom 71 (H): 0.07, atom 72 (H): 0.07, atom 73 (H): 0.07, atom 74 (H): 0.13, atom 75 (H): 0.13, atom 76 (H): 0.12, atom 77 (H): 0.08, atom 78 (H): 0.08, atom 79 (H): 0.08, atom 80 (H): 0.07, atom 81 (H): 0.06, atom 82 (C): -0.04, atom 83 (C): -0.43, atom 84 (C): -0.23, atom 85 (O): -0.18, atom 86 (C): -0.13, atom 87 (N): 0.05, atom 88 (H): 0.07, atom 89 (H): 0.07, atom 90 (H): 0.05, atom 91 (H): 0.14, atom 92 (H): 0.13, atom 93 (H): 0.12, atom 94 (H): 0.08, atom 95 (H): 0.08, atom 96 (H): 0.09, atom 97 (H): 0.04, atom 98 (H): 0.07

=====

The following is a quantum chemistry calculation of 8 unconnected molecules or ions with the total composition C23H61NO15, from OMol25.

Structure (XYZ):
```
100
C23H61NO15, DFT wB97M-V/def2-TZVPD
C -3.5593 -1.8929 -3.3325
C -3.2466 -2.8608 -2.1496
O -3.5290 -4.1731 -2.6190
O -3.5643 -0.4885 -2.9285
H -4.4787 -2.1330 -3.8666
H -2.7790 -1.9699 -4.0896
H -3.9560 -2.7020 -1.3374
H -2.2661 -2.6071 -1.7469
H -3.1376 -4.8006 -2.0070
H -4.1776 -0.4481 -2.1910
C -4.8552 0.4240 4.2384
C -3.9406 -0.5919 3.5264
O -4.1977 -0.6670 2.1598
O -5.1447 1.5763 3.5213
H -4.4388 0.7068 5.2052
H -5.8710 0.0570 4.3848
H -4.0617 -1.5194 4.0859
H -2.8918 -0.2969 3.4933
H -3.3716 -1.0090 1.8102
H -4.5429 1.6867 2.7816
C 1.4904 -2.8291 1.6883
C 2.5480 -3.6954 2.4461
O 2.0560 -4.0113 3.7247
O 0.2756 -3.5690 1.4655
H 1.8151 -2.6219 0.6686
H 1.3375 -1.8772 2.1969
H 3.4891 -3.1585 2.5651
H 2.7967 -4.6320 1.9471
H 1.1583 -4.2974 3.5407
H -0.2093 -3.8200 2.2551
C -6.6272 -0.6045 -0.7090
C -7.3750 0.6773 -0.1467
O -7.5055 0.8014 1.2429
O -5.1998 -0.3294 -0.3991
H -6.7613 -0.7030 -1.7862
H -6.8907 -1.5611 -0.2577
H -8.2419 1.0252 -0.7085
H -6.7934 1.5749 -0.3567
H -7.4406 1.7441 1.4125
H -5.1104 -0.2943 0.5561
C -3.4867 -4.8958 1.4432
C -4.4964 -4.2648 2.4648
O -5.6036 -5.1544 2.6167
O -4.0411 -4.9012 0.1462
H -3.3672 -5.8997 1.8506
H -2.5933 -4.2721 1.4749
H -4.8791 -3.3507 2.0109
H -4.0044 -4.1553 3.4312
H -5.5064 -5.9615 3.1274
H -4.9606 -5.1771 0.1550
C -0.5357 0.6576 0.4818
C -1.5925 -0.2904 0.0547
O -1.7871 -1.3879 0.9609
O 0.7868 0.1332 0.1852
H -0.6073 0.6250 1.5689
H -0.6985 1.6628 0.0930
H -1.6094 -0.5393 -1.0064
H -2.6095 0.1002 0.0921
H -0.9671 -1.8871 0.9644
H 0.8796 0.4792 -0.7055
C 1.2131 2.6934 -2.9013
C -0.0929 3.5315 -3.0697
O -0.5158 3.4880 -4.4395
O 0.7361 1.3986 -2.5448
H 1.8513 3.0638 -2.0991
H 1.7002 2.6023 -3.8721
H 0.0130 4.5581 -2.7191
H -0.9355 3.0157 -2.6090
H -1.2051 2.8236 -4.5121
H 0.0052 1.0885 -3.0845
C 4.7081 2.1799 -2.4174
C 5.2995 1.5343 -1.0933
C 6.7544 0.9286 -1.1750
C 7.8281 2.0017 -1.2987
C 7.6454 2.9119 -0.1017
C 6.2918 3.5845 -0.0175
N 5.2517 2.5808 -0.0414
O 4.0108 3.0137 0.2109
C 6.3341 4.3041 1.3820
C 6.1395 4.6901 -1.1361
C 4.3896 0.3096 -0.7713
H 4.4019 1.2891 -2.9657
H 5.5681 2.6438 -2.9006
H 3.8172 2.7566 -2.1690
H 7.0238 0.4647 -0.2261
H 6.7559 0.2185 -2.0020
H 7.6970 2.5546 -2.2289
H 8.8457 1.6248 -1.4013
H 8.4270 3.6688 -0.0361
H 7.9078 2.3801 0.8129
H 5.3389 4.6478 1.6638
H 6.2912 3.5470 2.1650
H 7.0190 5.1468 1.4765
H 6.9261 4.5864 -1.8835
H 5.1250 4.7001 -1.5346
H 6.0857 5.6832 -0.6900
H 4.3955 -0.4260 -1.5757
H 3.3247 0.5235 -0.8628
H 4.6427 -0.2540 0.1266
H 3.8619 2.3114 0.8482
```

Output
SMILES: CC1(C)CCCC(C)(C)N1O.OCCO.OCCO.OCCO.OCCO.OCCO.OCCO.OCCO
frontier orbital gap: 8.1 eV
E_LUMO: 0.2 eV
E_HOMO: -7.968 eV
energy relative to the best compared isomer or geometry (same formula, charge and spin): 3.7309 eV

Atomic partial charges in e from the Löwdin method, atoms 1 to 99: atom 1 (C): -0.20, atom 2 (C): -0.24, atom 3 (O): -0.07, atom 4 (O): -0.10, atom 5 (H): 0.11, atom 6 (H): 0.11, atom 7 (H): 0.10, atom 8 (H): 0.11, atom 9 (H): 0.07, atom 10 (H): 0.02, atom 11 (C): -0.24, atom 12 (C): -0.22, atom 13 (O): -0.09, atom 14 (O): -0.06, atom 15 (H): 0.11, atom 16 (H): 0.12, atom 17 (H): 0.11, atom 18 (H): 0.12, atom 19 (H): 0.04, atom 20 (H): 0.08, atom 21 (C): -0.20, atom 22 (C): -0.23, atom 23 (O): -0.06, atom 24 (O): -0.09, atom 25 (H): 0.12, atom 26 (H): 0.12, atom 27 (H): 0.12, atom 28 (H): 0.12, atom 29 (H): 0.06, atom 30 (H): 0.07, atom 31 (C): -0.12, atom 32 (C): -0.25, atom 33 (O): -0.06, atom 34 (O): -0.13, atom 35 (H): 0.11, atom 36 (H): 0.11, atom 37 (H): 0.11, atom 38 (H): 0.11, atom 39 (H): 0.09, atom 40 (H): 0.03, atom 41 (C): -0.22, atom 42 (C): -0.22, atom 43 (O): -0.08, atom 44 (O): -0.06, atom 45 (H): 0.11, atom 46 (H): 0.10, atom 47 (H): 0.11, atom 48 (H): 0.11, atom 49 (H): 0.09, atom 50 (H): 0.10, atom 51 (C): -0.20, atom 52 (C): -0.23, atom 53 (O): -0.08, atom 54 (O): -0.08, atom 55 (H): 0.12, atom 56 (H): 0.12, atom 57 (H): 0.11, atom 58 (H): 0.11, atom 59 (H): 0.06, atom 60 (H): 0.03, atom 61 (C): -0.18, atom 62 (C): -0.20, atom 63 (O): -0.07, atom 64 (O): -0.10, atom 65 (H): 0.10, atom 66 (H): 0.12, atom 67 (H): 0.12, atom 68 (H): 0.11, atom 69 (H): 0.08, atom 70 (H): 0.09, atom 71 (C): -0.01, atom 72 (C): -0.43, atom 73 (C): -0.12, atom 74 (C): -0.19, atom 75 (C): -0.17, atom 76 (C): -0.48, atom 77 (N): -0.18, atom 78 (O): 0.01, atom 79 (C): -0.04, atom 80 (C): -0.01, atom 81 (C): -0.04, atom 82 (H): 0.08, atom 83 (H): 0.07, atom 84 (H): 0.05, atom 85 (H): 0.12, atom 86 (H): 0.12, atom 87 (H): 0.09, atom 88 (H): 0.11, atom 89 (H): 0.12, atom 90 (H): 0.12, atom 91 (H): 0.07, atom 92 (H): 0.08, atom 93 (H): 0.09, atom 94 (H): 0.08, atom 95 (H): 0.07, atom 96 (H): 0.07, atom 97 (H): 0.08, atom 98 (H): 0.06, atom 99 (H): 0.08